Here is C39H51As3CeN5O5S2 as an isolated structure from the Open Molecules 2025 dataset. Energies are from ωB97M-V/def2-TZVPD.

The geometry in XYZ format:
```
106
Properties=species:S:1:pos:R:3:mulliken_charge:R:1
Ce -0.962 0.121 -0.163 0.90
O -1.085 2.086 1.257 -0.31
C -1.980 2.812 1.738 -0.58
C -3.346 2.870 1.344 1.09
C -4.168 3.803 1.982 -0.68
C -5.463 3.966 1.551 -0.58
C -5.976 3.110 0.603 -0.34
C -5.224 2.103 0.030 -0.94
C -3.852 1.947 0.379 0.02
O -3.169 0.992 -0.119 0.25
N -6.338 5.012 2.125 1.01
O -7.432 5.092 1.609 -0.59
O -5.927 5.699 3.042 -0.60
H -1.711 3.531 2.514 0.44
H -3.799 4.480 2.741 0.57
H -7.004 3.235 0.307 0.54
H -5.636 1.458 -0.725 0.49
N -0.735 0.230 -5.042 -0.03
C 0.163 -0.821 -5.420 0.04
C 0.960 -0.671 -6.532 -0.77
C 1.865 -1.658 -6.839 -0.69
C 2.029 -2.756 -5.994 -0.87
C 1.234 -2.887 -4.868 -0.60
C 0.293 -1.927 -4.585 0.78
S -0.811 -2.078 -3.208 -0.14
N -0.952 -0.442 -2.786 0.15
C -1.038 0.443 -3.733 0.51
C -1.515 1.786 -3.332 0.52
C -2.254 2.572 -4.229 -0.96
C -2.737 3.801 -3.795 -0.72
C -2.461 4.197 -2.505 -1.13
C -1.695 3.341 -1.707 -0.27
N -1.271 2.148 -2.083 0.22
H -0.750 1.046 -5.658 0.28
H 0.887 0.234 -7.145 0.36
H 2.476 -1.570 -7.726 0.40
H 2.730 -3.535 -6.247 0.45
H 1.347 -3.778 -4.264 0.42
H -2.458 2.188 -5.221 0.59
H -3.326 4.427 -4.454 0.46
H -2.802 5.147 -2.110 0.50
H -1.439 3.644 -0.703 0.75
C -0.497 0.383 4.556 -1.29
As -0.430 -0.805 3.044 0.92
C -1.744 -1.959 3.892 -1.35
C 1.234 -1.728 3.583 -1.40
C 1.789 -2.912 2.717 2.57
C 0.659 -3.869 2.428 -1.55
C 2.479 -2.399 1.428 -1.53
As 1.582 -2.183 -0.299 1.23
C 3.211 -2.043 -1.304 -1.33
C 1.302 -4.031 -0.780 -1.06
C 2.873 -3.638 3.583 -1.96
As 4.626 -2.778 4.028 0.31
C 5.592 -2.683 2.342 -0.98
C 4.318 -0.858 4.082 -0.87
H -0.192 -0.214 5.433 0.48
H -1.510 0.749 4.704 0.44
H 0.189 1.223 4.422 0.31
H -1.316 -2.231 4.845 0.50
H -1.918 -2.866 3.325 0.23
H -2.672 -1.429 4.041 0.47
H 0.964 -2.090 4.609 0.64
H 1.976 -0.947 3.664 -0.03
H -0.186 -3.343 1.887 -0.35
H 0.231 -4.238 3.358 0.48
H 0.973 -4.719 1.834 0.51
H 3.284 -3.136 1.219 0.66
H 2.990 -1.464 1.678 -0.18
H 3.770 -2.954 -1.067 0.45
H 3.798 -1.196 -1.004 0.39
H 2.989 -2.023 -2.368 0.31
H 1.232 -4.060 -1.890 0.10
H 0.377 -4.468 -0.377 0.25
H 2.176 -4.608 -0.473 0.48
H 3.190 -4.582 3.101 0.56
H 2.463 -3.924 4.563 0.54
H 5.660 -3.659 1.866 0.33
H 6.614 -2.362 2.532 0.44
H 5.180 -1.957 1.626 0.16
H 3.719 -0.553 4.935 0.34
H 3.856 -0.424 3.191 0.07
H 5.305 -0.455 4.258 0.44
C -4.430 -2.182 -1.710 -0.75
S -3.081 -3.078 -0.866 0.53
C -3.997 -3.642 0.607 -0.99
O -2.170 -1.992 -0.282 -0.65
H -5.163 -2.918 -2.061 0.54
H -4.031 -1.659 -2.591 0.19
H -4.948 -1.505 -1.029 0.17
H -4.799 -4.298 0.289 0.47
H -4.427 -2.767 1.093 0.30
H -3.291 -4.128 1.250 0.33
N 1.409 1.373 -0.123 -0.04
C 2.216 2.209 -0.127 -0.01
C 3.096 3.333 -0.087 0.40
C 4.011 3.603 -1.101 -0.39
C 4.606 4.857 -1.170 -0.58
C 4.279 5.844 -0.241 -0.35
C 3.426 5.540 0.834 -0.56
C 2.845 4.294 0.905 -0.56
H 4.190 2.876 -1.880 0.48
H 5.376 5.069 -1.893 0.41
H 4.723 6.846 -0.318 0.38
H 3.208 6.290 1.597 0.40
H 2.151 4.073 1.664 0.60
```

Computed properties:
Energy relative to the best compared isomer or geometry (same formula, charge and spin), kJ/mol: 0.0
Expectation value of S²: 0.75
M, g mol⁻¹: 1098.9
Calculated total energy, eV: -276061.0392
HOMO (alpha / beta), Eh: -0.4452 / -0.4452
2S+1: 2
Maximum force, eV/A: 1.57
Total charge: +2
LUMO energy (alpha / beta), eV: -5.18 / -5.16


Here is C39H51AsN4O2P2SeSi2V as an isolated structure from the Open Molecules 2025 dataset. Energies are from ωB97M-V/def2-TZVPD.

The geometry in XYZ format:
```
103
Properties=species:S:1:pos:R:3:mulliken_charge:R:1
V 1.418 -0.570 -0.264 -0.12
C 1.057 -0.178 4.460 -0.53
Si 0.164 1.299 3.683 -0.23
C -1.422 1.486 4.705 -1.10
C 1.127 2.883 4.051 -0.96
N -0.026 1.018 2.061 0.58
P -0.942 1.311 0.814 1.69
C -0.359 0.826 -0.671 -0.99
P -0.722 -0.222 -1.898 2.84
N 0.264 -1.489 -1.874 0.48
Si 0.691 -2.864 -2.748 -0.32
C 2.440 -2.742 -3.402 -1.05
C -0.446 -3.233 -4.207 -1.10
C 0.617 -4.387 -1.645 -0.92
C -2.455 -0.832 -1.939 -0.07
C -3.497 -0.119 -2.527 -0.18
C -4.798 -0.608 -2.501 -0.88
C -5.078 -1.806 -1.861 -0.54
C -4.052 -2.505 -1.238 -0.80
C -2.750 -2.023 -1.280 -0.29
C -0.544 0.583 -3.548 -0.20
C 0.353 1.649 -3.634 -0.57
C 0.666 2.222 -4.859 -0.93
C 0.065 1.752 -6.019 -0.53
C -0.836 0.699 -5.947 -0.89
C -1.130 0.112 -4.722 -0.06
C -1.271 3.128 0.775 0.06
C -0.547 3.915 -0.121 -0.51
C -0.658 5.301 -0.102 -0.63
C -1.511 5.920 0.802 -0.51
C -2.249 5.147 1.689 -0.84
C -2.123 3.763 1.679 -0.21
C -2.618 0.635 1.175 -0.05
C -3.790 1.137 0.618 0.11
C -5.023 0.566 0.917 -0.85
C -5.098 -0.520 1.777 -0.54
C -3.932 -1.044 2.320 -0.90
C -2.703 -0.474 2.017 -0.39
H 1.614 0.072 5.369 0.40
H 1.751 -0.608 3.734 -0.24
H 0.323 -0.950 4.715 0.32
H -1.176 1.642 5.762 0.45
H -2.046 0.591 4.630 0.24
H -2.019 2.339 4.373 0.27
H 1.398 2.980 5.108 0.31
H 0.506 3.743 3.777 0.31
H 2.037 2.938 3.451 0.11
H 2.525 -1.925 -4.124 0.27
H 2.760 -3.671 -3.885 0.37
H 3.130 -2.523 -2.584 0.19
H -0.343 -2.479 -4.991 0.28
H -1.495 -3.263 -3.893 0.24
H -0.192 -4.207 -4.638 0.46
H 1.289 -4.253 -0.794 0.07
H 0.923 -5.290 -2.183 0.50
H -0.396 -4.541 -1.260 0.24
H -3.286 0.826 -3.015 0.53
H -5.596 -0.046 -2.973 0.37
H -6.093 -2.184 -1.829 0.35
H -4.269 -3.425 -0.709 0.40
H -1.941 -2.560 -0.794 0.26
H 0.812 2.004 -2.719 0.11
H 1.397 3.020 -4.904 0.43
H 0.308 2.196 -6.977 0.36
H -1.305 0.321 -6.849 0.38
H -1.815 -0.727 -4.684 0.62
H 0.097 3.410 -0.832 0.22
H -0.081 5.896 -0.800 0.43
H -1.605 7.000 0.812 0.35
H -2.922 5.622 2.393 0.38
H -2.700 3.166 2.377 0.37
H -3.739 1.986 -0.055 0.51
H -5.925 0.967 0.469 0.37
H -6.058 -0.968 2.007 0.36
H -3.980 -1.906 2.976 0.38
H -1.783 -0.883 2.420 0.45
C 4.178 0.685 3.192 -1.30
As 3.591 0.635 1.316 0.88
C 3.976 2.501 0.868 -1.27
C 5.214 -0.179 0.601 -1.04
H 5.166 1.146 3.262 0.47
H 4.233 -0.336 3.570 0.31
H 3.468 1.243 3.800 0.28
H 5.014 2.751 1.097 0.43
H 3.308 3.157 1.427 0.29
H 3.800 2.641 -0.198 0.31
H 6.098 0.314 1.011 0.43
H 5.211 -0.073 -0.482 0.25
H 5.219 -1.240 0.851 0.21
O 0.270 -1.942 1.115 -0.27
C 1.211 -2.680 1.428 0.09
C 1.110 -3.847 2.389 -0.84
C 2.535 -4.384 2.400 -0.58
C 3.296 -3.439 1.453 -0.01
O 4.492 -3.558 1.246 -0.75
N 2.452 -2.504 0.925 0.25
H 0.367 -4.553 2.014 0.29
H 0.765 -3.479 3.356 0.32
H 2.624 -5.401 2.015 0.30
H 3.011 -4.357 3.380 0.28
Se 4.692 1.672 -3.456 -0.32
C 3.530 0.846 -2.360 0.06
N 2.781 0.337 -1.632 -0.50
```

Computed properties:
Energy relative to the best compared isomer or geometry (same formula, charge and spin), kJ/mol: 27.1
Expectation value of S²: 3.76
M, g mol⁻¹: 930.8
Calculated total energy, eV: -237540.1830
HOMO (alpha / beta), Eh: -0.0455 / -0.0758
2S+1: 4
Maximum force, eV/A: 0.40
Total charge: -2
LUMO energy (alpha / beta), eV: 4.34 / 4.34


What is the calculated total energy in the second record? -237540.1830 eV


Look up the total charge of the second one. -2


Which of these has the lowest energy relative to the best compared isomer or geometry (same formula, charge and spin)? C39H51As3CeN5O5S2